No. 1
2 unconnected molecules or ions with the total composition C2H3NO2S at a distorted geometry. Source: the Open Molecules 2025 dataset; level of theory: wB97M-V/def2-TZVPD.

The geometry in XYZ format:
```
9
Properties=species:S:1:pos:R:3:nbo_charge:R:1
S -0.56 -2.49 -0.12 -0.210
O 1.83 0.39 -1.41 -0.318
O 1.86 -0.31 0.67 -0.338
N 1.31 0.16 -0.32 0.429
C -1.19 1.06 0.21 -0.466
C -0.13 0.40 -0.19 0.277
H -2.18 0.70 0.07 0.269
H -1.08 2.11 0.21 0.239
H 0.14 -2.02 0.88 0.118
```

Summary:
2S+1   1
E_LUMO (spin up / spin down)   -3.12 / -3.12 eV
Kohn-Sham gap (spin up / spin down)   6.476 / 6.483 eV
E_tot   -18534.73995 eV
Energy relative to the best compared isomer or geometry (same formula, charge and spin)   8.713 eV

=====

No. 2
A molecular structure, C7H5N10SSe3TaTe. Source: the Open Molecules 2025 dataset; level of theory: wB97M-V/def2-TZVPD.

The geometry in XYZ format:
```
28
Properties=species:S:1:pos:R:3:nbo_charge:R:1
Ta 0.02 0.96 -0.02 1.558
Te 1.16 -3.50 0.19 -0.344
Se -0.29 -2.95 -1.75 -0.046
Se 1.80 0.25 -1.40 -0.120
Se 0.95 -1.53 -3.00 0.017
S -1.76 1.86 -1.26 -0.030
N 1.60 3.37 0.58 -0.067
N 2.21 4.08 1.45 -0.019
N -1.18 -1.05 3.51 0.055
N -1.43 -0.45 -0.01 -0.684
N -0.35 -0.25 4.17 -0.286
N 2.14 3.51 2.69 -0.327
N -0.21 0.23 2.03 -0.452
N 1.10 1.52 3.49 -0.559
N 1.08 2.28 1.22 -0.561
N -1.10 -0.74 2.27 0.050
C 1.44 2.42 2.51 0.481
C -3.18 -1.70 1.20 -0.240
C -4.10 -0.95 0.59 -0.148
C -2.44 0.42 -0.44 0.059
C -1.73 -1.39 1.03 0.043
C 0.23 0.52 3.25 0.512
C -3.74 0.21 -0.20 -0.328
H 1.38 1.72 4.44 0.452
H -5.15 -1.20 0.69 0.229
H -4.49 0.89 -0.58 0.241
H -3.43 -2.57 1.79 0.237
H -1.11 -2.28 0.89 0.278
```

Summary:
2S+1   1
E_LUMO (spin up / spin down)   -2.29 / -2.27 eV
Kohn-Sham gap (spin up / spin down)   4.902 / 4.955 eV
E_tot   -237958.89612 eV
Energy relative to the best compared isomer or geometry (same formula, charge and spin)   3.522 eV

=====

No. 3
2 unconnected molecules or ions with the total composition C3H6BrClO at a distorted geometry. Source: the Open Molecules 2025 dataset; level of theory: wB97M-V/def2-TZVPD.

The geometry in XYZ format:
```
12
Properties=species:S:1:pos:R:3:nbo_charge:R:1
Br -1.31 -0.20 3.08 -0.226
Cl 0.38 -2.01 0.02 -0.013
O 1.89 0.40 0.95 -0.665
C 1.01 0.55 -0.02 0.128
C -0.94 0.06 -1.37 -0.648
C 0.14 -0.33 -0.40 -0.167
H -1.85 0.32 -0.66 0.227
H -0.80 0.93 -2.04 0.237
H -1.10 -0.84 -2.04 0.230
H 2.12 -0.52 1.01 0.487
H -0.53 0.00 1.85 0.211
H 0.97 1.64 -0.39 0.199
```

Summary:
2S+1   1
E_LUMO   0.60 eV
Kohn-Sham gap   9.762 eV
E_tot   -87819.62700 eV
Energy relative to the best compared isomer or geometry (same formula, charge and spin)   0.204 eV